The following is a quantum chemistry calculation of a molecular structure, C27H31BiN7O3S3Se, from the OMol25 dataset.

Structure (XYZ):
```
73
Properties=species:S:1:pos:R:3:forces:R:3:lowdin_charge:R:1
Bi -0.646333 -0.853044 0.465015 0.05 -0.02 0.08 1.509
O 1.789227 2.836955 0.013739 -0.04 -0.02 0.04 0.096
C 1.330371 1.714942 0.041041 0.09 -0.02 -0.03 -0.458
N 0.423853 1.180967 0.919626 0.06 -0.02 0.01 -0.043
C -0.093523 1.989897 1.925567 -0.11 -0.02 0.04 -0.450
O -0.001730 3.189942 2.013079 0.03 -0.04 -0.01 0.111
C -0.842115 1.239998 3.011804 0.05 -0.02 -0.05 -0.204
C -1.218199 1.914522 4.160361 -0.02 -0.01 0.03 0.028
C -1.879407 1.209317 5.152756 0.01 0.01 0.00 -0.019
C -2.146240 -0.139569 4.965553 0.00 0.00 0.00 -0.030
C -1.746458 -0.733735 3.782820 0.00 0.01 -0.02 -0.127
N -1.107578 -0.053681 2.830409 -0.02 0.02 0.01 -0.054
C 1.825359 0.733047 -1.006259 -0.05 -0.03 0.06 -0.195
C 2.786123 1.148646 -1.912754 0.09 -0.05 -0.01 0.017
C 3.230465 0.249762 -2.867274 0.00 -0.03 0.08 -0.024
C 2.702983 -1.035384 -2.882028 0.01 0.03 0.06 -0.026
C 1.741488 -1.368460 -1.946834 0.04 -0.03 -0.05 -0.172
N 1.312136 -0.498531 -1.028287 -0.10 0.06 0.01 -0.034
H -0.982299 2.964861 4.248938 0.00 0.00 0.00 0.128
H -2.181653 1.704562 6.065971 0.00 0.00 -0.01 0.120
H -2.653392 -0.723212 5.720666 0.00 0.00 -0.01 0.115
H -1.925706 -1.785689 3.587381 0.00 0.02 0.00 0.110
H 3.149685 2.164019 -1.847249 0.00 -0.03 0.00 0.130
H 3.975339 0.546400 -3.593823 -0.01 0.00 0.00 0.124
H 3.017397 -1.767636 -3.612689 0.01 0.00 0.01 0.118
H 1.287735 -2.351165 -1.928243 0.03 0.00 0.00 0.050
C -1.109917 3.910410 -0.873800 -0.03 -0.06 -0.02 0.003
N -0.964628 2.768395 -1.770859 0.04 0.01 0.02 -0.041
C -1.613302 1.594360 -1.696764 0.06 0.06 -0.11 -0.702
Se -2.781411 1.022481 -0.363856 -0.05 -0.02 0.08 0.701
N -1.225622 0.835716 -2.737289 0.02 -0.07 0.01 0.124
C -0.258184 1.501424 -3.473623 -0.08 -0.06 -0.09 -0.178
C 0.479648 1.135377 -4.591075 -0.05 0.04 -0.03 -0.005
C 1.394255 2.062950 -5.055405 -0.05 0.02 -0.04 -0.078
C 1.562548 3.307977 -4.432491 -0.01 0.00 -0.02 -0.065
C 0.817861 3.673175 -3.325580 0.01 0.00 0.00 0.012
C -0.097728 2.738900 -2.861313 -0.01 0.07 0.05 -0.162
H -1.866148 3.669942 -0.132918 -0.01 0.00 -0.01 0.061
H -1.423632 4.776135 -1.454457 0.01 0.01 0.00 0.108
H -0.165059 4.094623 -0.367507 0.01 0.04 -0.01 0.082
H -1.521293 -0.134685 -2.841224 0.04 0.04 0.01 0.073
H 0.339766 0.177275 -5.074186 0.00 0.01 0.01 0.125
H 1.988427 1.827934 -5.928534 0.00 0.00 0.00 0.112
H 2.289485 4.002074 -4.832185 0.00 0.00 0.00 0.112
H 0.952565 4.628808 -2.837791 0.00 -0.01 0.00 0.126
C -4.292850 -2.348623 0.679366 0.08 0.03 -0.01 -0.104
O -2.997462 -2.415365 0.055919 0.00 0.05 -0.01 -0.434
C -2.947470 -2.427363 -1.308357 0.00 -0.14 0.06 -1.386
S -4.262127 -2.494342 -2.254940 -0.03 0.03 -0.05 0.701
S -1.293605 -2.372981 -1.855696 -0.06 0.01 -0.01 0.489
H -4.092349 -2.298903 1.747419 0.00 -0.01 0.00 0.087
H -4.874141 -3.233663 0.434577 -0.01 -0.02 -0.01 0.084
H -4.823795 -1.461617 0.337592 -0.02 -0.01 0.00 0.071
C 3.505345 -5.017180 0.182995 -0.03 0.00 0.01 -0.035
N 2.786490 -3.772884 0.471553 0.03 0.00 -0.03 -0.198
C 3.670519 -2.657524 0.801418 -0.04 -0.03 0.00 -0.085
C 1.491264 -3.775809 0.850200 0.08 -0.06 0.14 -0.737
S 0.948486 -2.671362 2.061042 0.03 0.13 -0.17 0.604
N 0.673135 -4.689069 0.318945 -0.09 -0.02 0.00 -0.189
C -0.639387 -4.982906 0.888074 -0.01 0.04 0.00 -0.062
C 0.879169 -5.294279 -0.995081 0.01 0.06 -0.04 -0.052
H 4.391699 -5.048644 0.816367 0.01 0.00 0.01 0.100
H 3.823446 -5.076193 -0.858654 0.00 0.01 0.01 0.097
H 2.888291 -5.879105 0.420801 0.02 0.03 0.00 0.091
H 4.494692 -2.665468 0.088392 0.00 0.01 0.01 0.097
H 4.068281 -2.757912 1.813259 0.01 0.01 0.00 0.097
H 3.141672 -1.712946 0.727946 -0.02 0.00 0.00 0.048
H -0.643246 -4.772722 1.951522 0.02 -0.02 0.02 0.060
H -0.846714 -6.040409 0.727046 0.00 0.01 -0.02 0.102
H -1.411032 -4.384754 0.398645 0.01 -0.02 -0.01 0.065
H 1.692016 -4.803738 -1.522204 -0.01 0.01 0.02 0.079
H -0.035216 -5.153760 -1.571880 0.00 -0.03 0.01 0.079
H 1.096029 -6.359878 -0.912093 -0.01 -0.01 -0.03 0.101
```
Forces are in eV/Å.

Computed properties:
Orbital gap in eV: 7.181
Charge: +1
Electronic energy in Eh: -5467.00309
ΔE to the lowest compared entry with this formula, charge and spin in kcal/mol: 0.00
HOMO energy in eV: -10.24


The following is a quantum chemistry calculation of a molecular structure, C27H31Br2CaFIN8O4S, from the OMol25 dataset.

Structure (XYZ):
```
76
Properties=species:S:1:pos:R:3:forces:R:3:lowdin_charge:R:1
Ca 15.120034 13.457154 9.869210 0.43 -0.22 -0.81 1.322
C 13.070915 15.079904 13.137005 0.09 -2.22 0.94 0.001
C 13.402964 15.585394 11.810702 0.70 -0.06 -3.77 -0.452
O 14.441815 15.294696 11.111840 -1.99 0.34 2.26 -0.169
N 12.418074 16.332349 11.210315 0.46 0.15 1.52 0.078
C 12.824840 17.245695 10.144885 0.31 0.37 0.62 -0.110
C 11.861661 17.408981 9.006488 -2.45 0.15 0.39 -0.262
C 10.421706 17.300777 9.125587 1.61 -0.55 -0.45 0.015
C 9.643977 17.799008 8.074493 0.82 -1.00 2.20 -0.055
C 10.252278 18.225243 6.935268 1.02 -0.63 -0.34 -0.065
C 11.621151 18.178092 6.855147 1.02 0.96 0.09 -0.119
N 12.394075 17.888324 7.906212 0.93 -0.20 -0.63 0.072
H 12.066613 14.590326 13.150579 0.62 0.56 -0.13 0.097
H 13.089016 15.847193 13.889836 0.02 0.43 0.30 0.097
H 13.781762 14.276865 13.419357 -0.31 0.60 -0.09 0.098
H 11.716294 16.658626 11.897464 0.48 -0.18 -0.91 0.163
H 13.807140 16.863868 9.803241 -0.66 0.51 0.03 0.105
H 12.952408 18.258890 10.625379 0.10 -0.81 -0.67 0.158
H 9.970385 16.640464 9.881141 0.17 0.89 0.05 0.109
H 8.602185 17.786649 8.253748 -1.05 -0.07 -0.43 0.104
H 9.732028 18.322424 6.043156 -1.16 0.89 -1.35 0.093
H 12.184478 18.534118 5.973318 -0.60 -0.44 0.34 0.123
Br 8.814010 11.320363 14.240621 0.75 -0.33 -0.13 0.529
C 10.574602 10.452683 14.090048 -0.12 0.32 -0.25 -1.027
Br 12.029727 11.593672 14.692561 -0.17 -0.13 0.40 0.545
H 10.859722 10.389656 13.029967 -0.73 -0.60 0.52 -0.021
H 10.516680 9.511776 14.674859 0.30 0.78 -0.61 0.018
N 14.656740 14.857039 7.353464 -1.49 -1.16 -0.61 -0.023
N 15.175382 16.157568 7.485890 -1.66 0.59 -1.05 -0.079
C 16.371157 16.323118 7.998307 0.96 0.08 0.90 -0.872
N 16.832809 17.590573 8.203551 0.13 -0.18 0.54 0.090
S 17.268835 14.938990 8.432272 0.48 0.43 0.24 0.618
H 15.430947 14.187568 7.290214 -0.01 0.30 -0.22 -0.021
H 14.049871 14.697188 6.491457 1.21 0.90 1.42 0.136
H 14.436557 16.885269 7.518282 0.60 -0.39 -0.05 0.123
H 16.222827 18.391540 7.994312 0.69 -0.59 0.30 0.117
H 17.626472 17.677359 8.874299 -1.18 0.04 -1.08 0.119
C 10.493827 9.824779 5.406844 1.22 -1.08 0.78 -0.016
C 10.254503 9.123620 6.801746 0.22 -0.74 -1.47 -0.289
C 8.727176 9.074523 7.000708 1.04 -1.46 0.77 -0.131
C 8.161996 10.480079 7.272060 -2.37 -2.85 0.13 -0.138
C 8.964790 11.176766 8.249851 2.50 1.03 0.83 -0.144
C 8.486194 12.291478 8.895837 -1.02 0.25 -0.19 0.046
C 9.208246 12.892587 9.912747 0.57 0.65 0.86 -0.227
F 8.541547 13.853790 10.647135 0.81 -0.70 -0.56 0.026
C 10.542715 12.602348 10.177808 -1.24 1.03 0.17 0.065
C 11.183574 11.696720 9.321398 -1.67 -0.95 -0.33 -0.052
C 12.628046 11.652956 9.293313 -0.45 -0.73 0.71 -0.266
O 13.235886 12.284056 10.230445 0.00 -0.50 -1.69 -0.176
C 13.158632 10.755564 8.271413 -0.71 -0.11 1.51 -0.028
C 12.362334 9.724423 7.829250 -0.12 1.46 -0.43 0.056
N 11.017915 9.837082 7.830335 -1.21 -0.35 -0.04 -0.011
C 10.355109 10.853196 8.476349 1.00 1.61 0.77 -0.034
C 14.584299 10.839420 7.936579 1.34 -0.31 0.80 -0.655
O 15.296533 9.833676 7.808327 -0.43 0.11 -0.15 0.024
O 14.985528 12.043055 7.958318 0.50 0.75 0.18 -0.163
H 9.860549 9.323885 4.667092 0.11 0.38 0.06 0.084
H 11.561979 9.671527 5.103646 -0.88 0.33 0.16 0.092
H 10.288694 10.896939 5.492396 -0.05 -0.22 -0.18 0.088
H 10.676732 8.083460 6.816202 -0.50 0.83 -0.33 0.162
H 8.497247 8.251482 7.718661 0.00 1.24 0.47 0.132
H 8.406642 8.527162 6.119027 -0.52 0.77 -0.54 0.112
H 7.112798 10.374185 7.666317 0.91 0.00 -0.21 0.148
H 7.993197 10.989411 6.359046 0.32 0.81 -1.03 0.114
H 7.509664 12.735280 8.593849 0.69 -0.62 0.56 0.156
H 11.067170 13.139650 10.985346 -0.18 -0.37 -0.70 0.129
H 12.809004 8.873242 7.324214 -0.15 0.14 -0.14 0.160
I 19.621527 9.877494 13.271855 -0.07 -0.41 0.07 0.881
C 18.075471 10.355212 12.008796 -1.38 0.54 -0.85 -0.775
C 17.352070 9.640230 11.000839 1.69 1.17 2.25 -0.100
N 16.620182 10.530024 10.351131 0.17 2.29 1.37 0.027
N 16.735607 11.864562 10.895090 0.67 -3.20 -0.08 -0.057
C 17.598524 11.682169 11.923655 -0.32 0.57 -1.17 -0.230
H 17.347064 8.564633 10.896586 -0.04 0.20 -0.68 0.131
H 16.233564 10.391756 9.439745 -0.66 -0.18 -0.88 0.087
H 17.881620 12.588982 12.492645 -0.11 -0.96 -0.26 0.118
```
Forces are in eV/Å.

Computed properties:
Orbital gap in eV: 7.864
Charge: +1
Electronic energy in Eh: -8407.80746
ΔE to the lowest compared entry with this formula, charge and spin in kcal/mol: 19.52
HOMO energy in eV: -10.51


The following is a quantum chemistry calculation of a molecular structure, C27H31Br2N4O7S2W, from the OMol25 dataset.

Structure (XYZ):
```
74
Properties=species:S:1:pos:R:3:forces:R:3:lowdin_charge:R:1
W 0.510951 -0.237219 0.011661 -0.43 -0.25 0.06 1.805
O 2.802028 -1.326728 2.677686 0.17 0.08 0.19 0.197
C 1.957413 -1.422912 1.667236 -0.26 0.24 -0.51 -0.686
O 2.312352 -0.752377 0.448224 0.46 -0.04 -0.18 -0.309
C 1.678462 -2.873914 1.302875 -0.05 0.00 0.09 -0.016
O 0.740569 -2.771941 0.222807 -0.02 -0.07 -0.19 -0.201
C -0.556423 -3.329504 0.443771 -0.03 0.08 0.11 -0.032
C -1.466178 -2.201571 0.879191 0.25 0.02 -0.03 -0.404
O -2.267431 -2.123408 1.722022 -0.18 -0.03 -0.06 0.255
O -1.159103 -1.050291 0.058068 0.12 0.10 0.14 -0.236
H 2.991843 -0.418754 2.955702 -0.09 -0.11 0.01 0.148
H 1.263252 -3.400931 2.158779 -0.02 -0.02 0.01 0.167
H 2.587850 -3.355442 0.955369 0.02 -0.04 -0.04 0.169
H -0.554307 -4.113899 1.194973 0.06 -0.03 0.04 0.163
H -0.916728 -3.734371 -0.500220 0.00 -0.04 -0.06 0.160
Br -4.157472 3.952681 -2.615993 0.09 -0.08 0.04 0.972
C -2.837033 2.815339 -1.992829 -0.15 0.12 -0.08 -0.637
C -2.714231 1.520317 -2.491255 -0.17 0.06 -0.16 -0.041
C -1.721797 0.718920 -2.004824 0.15 -0.24 0.03 -0.106
N -0.821001 1.133575 -1.090837 -0.10 0.01 0.15 -0.058
C -0.976761 2.368800 -0.567229 -0.06 0.03 -0.13 -0.173
C -1.960195 3.230814 -0.996507 0.07 0.09 0.12 0.002
C 0.010135 2.691250 0.468993 -0.14 0.18 -0.01 -0.179
C -0.009419 3.840846 1.219110 0.10 0.02 -0.09 -0.012
C 1.047452 4.090692 2.095309 -0.01 0.15 0.09 -0.645
Br 1.053302 5.612163 3.143085 0.01 -0.10 -0.07 0.987
C 2.106100 3.181631 2.148586 0.14 0.12 0.15 -0.031
C 2.029656 2.031783 1.419116 -0.06 -0.16 -0.04 -0.050
N 0.978187 1.750380 0.605730 -0.01 -0.16 0.12 -0.036
H -3.397347 1.145624 -3.241145 0.00 0.00 0.03 0.133
H -1.639301 -0.305941 -2.334492 0.03 -0.03 -0.02 0.118
H -2.060900 4.220538 -0.575249 0.03 -0.02 0.01 0.128
H -0.814317 4.555461 1.127174 0.00 -0.02 -0.01 0.131
H 2.972595 3.371794 2.768411 -0.03 -0.01 -0.02 0.138
H 2.819700 1.300063 1.437882 0.07 -0.06 0.00 0.124
C -0.231269 -3.043747 -6.443282 0.07 -0.06 0.02 -0.083
C -0.195642 -1.534495 -6.652706 0.06 0.08 0.02 -0.215
C -0.708791 -0.757076 -5.449340 0.05 0.07 0.03 -0.131
N 0.148589 -0.969715 -4.253726 -0.18 -0.29 -0.21 0.073
C 0.789454 -0.120919 -3.501474 -0.08 0.03 0.18 -0.673
S 1.585593 -0.816321 -2.047093 0.11 0.21 0.12 0.863
N 0.950652 1.166707 -3.717207 0.19 0.09 0.01 0.132
C 0.606720 2.059761 -4.877371 -0.04 0.21 0.09 -0.355
O -0.141020 2.951684 -4.608261 -0.04 -0.17 -0.06 0.163
C 1.302159 1.779743 -6.126404 -0.06 0.00 0.02 -0.187
C 0.777178 2.337411 -7.297557 -0.02 0.02 0.02 0.009
C 1.428030 2.130255 -8.497700 0.00 0.02 -0.04 -0.024
C 2.611014 1.398166 -8.527207 0.02 0.00 -0.06 -0.018
C 3.147700 0.864389 -7.361008 0.03 -0.03 -0.02 -0.042
C 2.489808 1.043074 -6.158361 0.01 -0.07 0.05 -0.028
H 0.026270 -3.564105 -7.364598 -0.01 0.02 0.02 0.092
H -1.224516 -3.385506 -6.141573 0.03 0.02 -0.03 0.087
H 0.496620 -3.379480 -5.695690 -0.05 0.03 -0.03 0.073
H -0.823283 -1.251019 -7.499045 -0.04 -0.04 0.01 0.130
H 0.815196 -1.193458 -6.887897 0.00 0.00 -0.03 0.107
H -1.698306 -1.117415 -5.158825 -0.03 0.00 -0.03 0.136
H -0.783493 0.308486 -5.651042 0.03 -0.07 0.02 0.109
H 0.225038 -1.938611 -3.967899 -0.01 0.00 -0.03 0.134
H 1.337848 1.687948 -2.944910 0.05 0.06 0.05 0.139
H -0.131149 2.924877 -7.251346 0.01 -0.01 0.00 0.133
H 1.027735 2.550869 -9.410355 0.00 -0.01 0.01 0.126
H 3.125908 1.252032 -9.468625 -0.01 0.00 0.03 0.128
H 4.082420 0.320377 -7.394330 -0.03 0.01 0.00 0.123
H 2.926087 0.648025 -5.247502 -0.03 0.01 -0.05 0.116
C -1.357263 2.389962 4.602016 -0.01 0.03 -0.03 -0.405
S -1.600734 0.925818 3.573233 0.11 0.21 -0.16 0.705
C -2.167730 -0.241777 4.824297 -0.11 -0.05 -0.01 -0.386
O 0.681657 -0.774608 1.812603 -0.04 -0.08 0.35 -0.191
H -2.294968 2.683153 5.071133 0.02 -0.01 0.02 0.050
H -1.031280 3.207194 3.955702 -0.03 -0.04 0.03 -0.006
H -0.598812 2.219662 5.364512 -0.02 -0.02 0.00 0.049
H -2.968832 0.213434 5.404729 0.03 -0.01 0.00 0.051
H -1.357893 -0.550666 5.481763 0.00 0.03 -0.01 0.047
H -2.576159 -1.108050 4.307162 0.05 0.00 0.00 0.024
```
Forces are in eV/Å.

Computed properties:
Orbital gap in eV: 3.935
Charge: +3
Electronic energy in Eh: -7803.80208
HOMO energy in eV: -15.06